1.
{
  "formula": "C21H30CaCl2N5O4",
  "method": "wB97M-V/def2-TZVPD",
  "fmax_ev_per_a": 0.15,
  "charge": -1,
  "de_lowest_kcal_mol": 10.8,
  "homo_ev": -4.12,
  "elements": ["Ca", "N", "C", "C", "O", "N", "C", "C", "O", "O", "H", "H", "H", "H", "H", "H", "Cl", "C", "Cl", "H", "H", "O", "C", "C", "C", "C", "C", "C", "C", "C", "N", "H", "H", "H", "H", "H", "H", "H", "H", "H", "H", "H", "C", "C", "C", "C", "C", "C", "N", "H", "H", "H", "H", "H", "H", "H", "H", "C", "C", "N", "H", "H", "H"],
  "positions_angstrom": [[-0.79, 0.19, -0.56], [-1.85, -2.15, -0.56], [-1.93, -2.59, -1.97], [-2.52, -1.46, -2.82], [-3.52, -1.73, -3.51], [-1.89, -0.30, -2.67], [-2.58, 0.87, -3.18], [-2.81, 1.94, -2.09], [-3.23, 3.05, -2.44], [-2.52, 1.61, -0.89], [-2.79, -2.01, -0.20], [-1.42, -2.86, 0.03], [-0.92, -2.84, -2.30], [-2.57, -3.47, -2.10], [-2.02, 1.36, -3.98], [-3.56, 0.61, -3.60], [-4.38, -0.62, 1.48], [-3.72, -1.18, 3.02], [-2.11, -1.91, 2.84], [-4.38, -1.93, 3.44], [-3.62, -0.32, 3.67], [0.74, -0.91, -2.04], [2.12, -1.15, -2.26], [2.43, -2.61, -1.95], [1.75, -3.10, -0.67], [2.11, -2.32, 0.57], [3.37, -2.45, 1.14], [3.66, -1.76, 2.31], [2.68, -0.96, 2.87], [1.46, -0.87, 2.23], [1.17, -1.53, 1.10], [0.21, -0.64, -2.81], [2.68, -0.49, -1.59], [2.39, -0.90, -3.28], [3.52, -2.72, -1.89], [2.09, -3.24, -2.78], [2.01, -4.15, -0.52], [0.68, -3.04, -0.80], [4.11, -3.10, 0.68], [4.64, -1.84, 2.77], [2.86, -0.38, 3.77], [0.69, -0.22, 2.62], [2.69, 1.57, 0.25], [1.63, 2.00, 1.23], [1.82, 2.72, 2.39], [0.54, 2.83, 3.00], [-0.34, 2.17, 2.16], [-1.82, 2.00, 2.32], [0.32, 1.65, 1.07], [3.60, 2.16, 0.40], [2.36, 1.70, -0.78], [2.97, 0.52, 0.39], [2.75, 3.13, 2.75], [0.28, 3.35, 3.91], [-2.19, 2.63, 3.13], [-2.07, 0.96, 2.57], [-2.36, 2.25, 1.41], [-0.60, 4.12, -0.95], [-0.01, 3.05, -1.73], [0.47, 2.19, -2.33], [-0.37, 3.93, 0.10], [-1.68, 4.08, -1.11], [-0.20, 5.08, -1.26]],
  "lowdin_charge": [1.3321, -0.0690, -0.1884, -0.5894, -0.0425, -0.1018, -0.1645, -0.6902, -0.0268, -0.2412, 0.0200, 0.0450, 0.0877, 0.1040, 0.1075, 0.1085, 0.5788, -1.0009, 0.5409, 0.0198, 0.0182, -0.2265, -0.2292, -0.1636, -0.1415, -0.2899, -0.0370, -0.0724, -0.0577, -0.1495, 0.1190, 0.0710, 0.0953, 0.1257, 0.1093, 0.1114, 0.1172, 0.0761, 0.1097, 0.1022, 0.1065, 0.0908, -0.0528, -0.4351, -0.1091, -0.1050, -0.4388, -0.0579, -0.0646, 0.0727, 0.0385, 0.0445, 0.0766, 0.0751, 0.0738, 0.0128, 0.0536, -0.0329, -0.2635, 0.1675, 0.0756, 0.0704, 0.0839]
}

=====

2.
{
  "formula": "C2H40NO17",
  "method": "wB97M-V/def2-TZVPD",
  "fmax_ev_per_a": 12.11,
  "charge": 1,
  "de_lowest_kcal_mol": 195.7,
  "homo_ev": -13.42,
  "elements": ["C", "C", "N", "H", "H", "H", "H", "H", "H", "H", "H", "O", "H", "H", "O", "H", "H", "O", "H", "H", "O", "H", "H", "O", "H", "H", "O", "H", "H", "O", "H", "H", "O", "H", "H", "O", "H", "H", "O", "H", "H", "O", "H", "H", "O", "H", "H", "O", "H", "H", "O", "H", "H", "O", "H", "H", "O", "H", "H", "O"],
  "positions_angstrom": [[-0.55, 0.15, 0.21], [0.66, -1.95, -0.33], [0.76, -0.62, -0.17], [-1.23, -0.19, -0.61], [-0.39, 1.14, 0.37], [-0.92, -0.01, 1.23], [-0.40, -2.39, -0.22], [1.36, -2.60, -0.64], [1.62, -0.19, -0.55], [-1.21, 4.30, 0.41], [-0.92, 4.96, 1.65], [-1.66, 4.80, 1.04], [-2.95, -0.46, 3.68], [-2.76, 1.06, 3.35], [-2.35, 0.26, 3.46], [-3.27, 1.31, -2.00], [-2.80, 1.88, -0.64], [-2.71, 1.91, -1.46], [-1.17, -1.48, 4.83], [-2.32, -2.07, 4.21], [-1.48, -2.21, 4.29], [1.81, -1.39, -3.93], [0.38, -1.09, -4.29], [1.05, -1.07, -3.49], [1.46, 2.15, 2.76], [2.55, 1.14, 2.31], [1.71, 1.25, 2.75], [2.56, -1.13, 3.30], [1.63, -0.60, 2.13], [2.28, -1.32, 2.48], [3.94, -2.03, -1.92], [3.22, -3.27, -1.49], [3.65, -2.91, -2.32], [4.47, 1.14, -0.28], [2.98, 1.55, -0.91], [3.49, 0.96, -0.28], [0.95, 2.39, -1.29], [-0.33, 3.19, -0.96], [0.48, 2.74, -0.52], [1.77, 1.01, -3.07], [1.71, 2.53, -2.89], [2.15, 1.80, -2.45], [0.23, -3.36, -2.18], [-0.92, -4.16, -1.49], [-0.76, -3.33, -1.97], [-0.30, 4.24, -2.98], [-0.82, 2.94, -3.52], [-0.04, 3.29, -3.17], [-0.90, -2.88, 2.42], [-2.00, -2.91, 1.22], [-1.28, -3.32, 1.64], [1.66, -4.10, 1.40], [2.66, -3.07, 1.63], [2.27, -3.60, 0.96], [-2.53, 3.36, 0.84], [-4.05, 3.20, 1.01], [-3.26, 2.72, 0.98], [-3.20, -0.85, -1.45], [-4.43, -0.41, -0.90], [-3.93, -0.44, -1.75]],
  "lowdin_charge": [0.0231, 0.0985, 0.0797, 0.0993, 0.0096, 0.0883, 0.0986, 0.0229, 0.1159, -0.0174, 0.0888, 0.0024, 0.0434, -0.0223, -0.0006, 0.0449, -0.1532, 0.0022, 0.0659, -0.0712, 0.0371, 0.0168, 0.1310, -0.0741, 0.0379, 0.0353, -0.0318, -0.0214, 0.0666, -0.0354, 0.0670, 0.0357, -0.0900, 0.0720, 0.0159, -0.1024, -0.0221, 0.0621, -0.1140, 0.1318, 0.0248, -0.1101, 0.0697, 0.0652, -0.0797, 0.1188, 0.0242, -0.0319, 0.0339, 0.0085, -0.0413, 0.0101, 0.0079, 0.0048, 0.0077, 0.0299, -0.0353, -0.0464, 0.0985, 0.0035]
}

=====

3.
{
  "formula": "C7H13N3O3",
  "method": "wB97M-V/def2-TZVPD",
  "fmax_ev_per_a": 3.72,
  "smiles": "CCOC(=O)N1CCN(N=O)CC1",
  "charge": 0,
  "de_lowest_kcal_mol": 109.6,
  "homo_ev": -9.42,
  "elements": ["C", "C", "O", "C", "O", "N", "C", "C", "N", "N", "O", "C", "C", "H", "H", "H", "H", "H", "H", "H", "H", "H", "H", "H", "H", "H"],
  "positions_angstrom": [[4.38, -1.39, 0.28], [3.72, -0.20, -0.45], [2.27, -0.44, -0.22], [1.48, 0.77, -0.17], [1.97, 1.80, -0.61], [0.20, 0.55, 0.41], [-0.81, 1.59, 0.11], [-2.11, 1.19, 0.71], [-2.50, -0.05, 0.03], [-3.77, -0.13, -0.37], [-4.12, -1.29, -0.73], [-1.53, -1.25, 0.06], [-0.27, -0.78, 0.83], [5.51, -1.07, 0.42], [3.76, -1.44, 1.38], [4.36, -2.41, -0.27], [3.93, 0.79, 0.04], [4.00, -0.08, -1.55], [-0.80, 1.66, -0.96], [-0.43, 2.55, 0.53], [-2.93, 1.94, 0.54], [-2.11, 1.00, 1.79], [-1.12, -1.41, -1.03], [-2.05, -2.13, 0.43], [0.67, -1.46, 0.66], [-0.47, -0.62, 1.86]],
  "lowdin_charge": [-0.1113, -0.2360, -0.1216, -0.4261, 0.0779, -0.0465, -0.1367, -0.1397, -0.1456, -0.0492, -0.0996, -0.0612, -0.1325, 0.0977, 0.1383, 0.0843, 0.1196, 0.1320, 0.1237, 0.1406, 0.1419, 0.1274, 0.1596, 0.1063, 0.1568, 0.0999]
}